# 1
Molecular formula: C21H38F5Ge2IrN2O2Te
Method: DFT, ωB97M-V/def2-TZVPD

Last column: Löwdin charge in e.
Cartesian coordinates (Å):
Ir 8.3902 13.2208 7.8809  1.11
C 12.7517 15.0791 9.7314  -0.14
C 11.4023 14.3534 9.7768  -0.36
Ge 10.6595 13.6268 8.0520  0.77
C 11.8746 12.3543 7.1529  -0.34
C 12.6449 12.9635 5.9937  -0.19
C 10.7958 15.2774 6.7634  -0.12
C 10.6945 16.4983 7.0594  0.04
Ge 7.5030 16.1056 8.5319  1.17
C 6.8731 16.3427 10.6002  -0.25
C 6.1584 17.6064 10.9503  -0.14
C 7.3363 19.0255 4.5595  -0.25
C 5.8707 19.4070 4.8176  -0.07
C 10.5657 17.8561 7.3889  -0.26
C 10.3654 18.2841 8.7074  -0.06
C 10.2056 19.6323 9.0445  -0.05
C 10.3696 20.6295 8.0949  -0.02
C 10.5837 20.2194 6.7615  -0.03
C 10.5717 18.8755 6.4155  -0.02
H 13.2173 15.1801 10.6692  0.07
H 12.5340 16.0575 9.3528  0.05
H 13.4825 14.6426 9.0734  0.07
H 10.6017 14.9602 10.2644  0.05
H 11.4963 13.4179 10.3765  0.07
H 11.2517 11.5453 6.7902  0.04
H 12.5610 11.9800 7.9368  0.09
H 12.0509 13.0534 5.0469  0.09
H 13.5910 12.4287 5.7235  0.10
H 12.9577 14.0001 6.1146  0.05
H 11.0964 14.8633 5.7870  0.10
H 7.7680 16.1220 11.2042  0.08
H 6.1905 15.4996 10.5606  0.04
H 5.0623 17.5101 10.8736  0.10
H 6.4718 18.4953 10.3633  0.09
H 6.3522 17.8526 11.9952  0.10
H 7.8762 19.0868 5.4725  0.07
H 7.3719 18.0306 4.1812  0.09
H 5.8626 20.4825 5.1683  0.10
H 5.5244 18.7708 5.6724  0.07
H 5.1615 19.3261 4.0240  0.06
H 10.3414 17.4418 9.4561  0.12
H 9.8505 19.9172 10.0142  0.11
H 10.1220 21.6522 8.3601  0.13
H 10.7919 20.9655 5.9967  0.13
H 10.5991 18.6206 5.3788  0.12
F 4.6466 13.7849 9.8321  -0.51
Te 4.9615 13.9944 7.9298  2.02
F 5.7977 13.9292 6.1205  -0.54
F 7.9353 19.8716 3.5899  -0.08
F 5.4246 16.0954 7.8685  -0.56
F 5.4149 12.1095 7.8078  -0.47
O 6.8947 14.3274 8.4833  -0.98
C 5.9516 9.7764 5.6534  0.00
N 7.2223 10.3887 6.0908  -0.08
C 7.8386 11.3174 5.1245  -0.02
C 7.6098 10.5151 7.3794  -0.45
O 8.5409 11.3312 7.7464  -0.29
N 7.2126 9.6808 8.3725  -0.12
C 7.8434 9.9714 9.6418  -0.02
C 6.2515 8.6667 8.3871  -0.05
H 5.7602 10.2156 4.6763  0.10
H 5.1640 9.9063 6.4157  0.09
H 6.1377 8.7170 5.5076  0.10
H 7.6240 11.0054 4.1178  0.10
H 8.9130 11.2964 5.2787  0.08
H 7.5211 12.3621 5.2973  0.07
H 7.5420 11.0143 9.8978  0.10
H 8.9461 9.9680 9.4733  0.11
H 7.6600 9.2191 10.4168  0.11
H 6.3256 7.8595 7.6453  0.11
H 5.2447 9.0815 8.3359  0.10
H 6.2313 8.3141 9.4329  0.11

The frontier orbital gap (spin up / spin down) comes out at 6.09 / 5.23 eV. Its spin multiplicity is 5. The calculation puts the energy at -6107.6981 Ha. The expectation value of S² is 6.022. As for the net charge: +2. Its HOMO energy (spin up / spin down) is -13.3 / -14.4 eV. The value obtained for the LUMO energy (spin up / spin down) is -7.190 / -9.136 eV.

# 2
Molecular formula: C6H9BrClNO
Method: DFT, ωB97M-V/def2-TZVPD

Last column: Löwdin charge in e.
Cartesian coordinates (Å):
C 0.3980 -0.1028 -1.1010  -0.25
C 0.7121 0.7021 0.1610  -0.20
C -1.0101 -0.5344 -1.0148  -0.23
C 0.6349 -0.0468 1.4620  -0.25
C -1.1555 -1.3772 0.3162  -0.74
C -0.7017 -0.7092 1.5445  -0.72
N -3.1426 1.1743 2.1276  0.10
O -3.4990 0.2639 2.7763  -0.18
Cl -2.8166 -2.0502 0.4768  0.57
Br -1.3455 -1.3516 3.1706  0.81
H 0.6176 0.2544 -2.1009  0.12
H 0.9453 -1.0425 -1.1313  0.11
H 1.6469 1.2480 0.0076  0.11
H -0.1454 1.5019 0.1844  0.15
H -1.5454 0.4868 -0.8082  0.14
H -1.4768 -1.1305 -1.8497  0.12
H 1.5124 -0.8378 1.5929  0.16
H 0.9352 0.5711 2.2501  0.08
H -0.5582 -2.2929 0.1579  0.11

The frontier orbital gap (spin up / spin down) comes out at 8.09 / 8.28 eV. The energy above the lowest of the compared OMol25 structures with the same formula, charge and spin is 316.2 kJ/mol. The calculation puts the energy at -3398.0623 Ha. Its HOMO energy (spin up / spin down) is -7.9 / -8.6 eV. The value obtained for the LUMO energy (spin up / spin down) is 0.213 / -0.277 eV.

# 3
Molecular formula: C5H8BrCl
Method: DFT, ωB97M-V/def2-TZVPD

Last column: Löwdin charge in e.
Cartesian coordinates (Å):
C -1.3510 -0.5605 0.3771  -0.10
C -0.0067 0.1464 0.1788  -0.49
C 0.7453 -0.0404 1.4319  -0.08
C -0.0528 1.1289 -1.0339  -0.12
C 0.7314 -0.1628 -1.1965  -1.18
Cl 0.1123 -1.2549 -2.3938  0.62
Br 2.6643 -0.1558 -1.2688  0.69
H -1.3909 -1.5389 0.9388  0.09
H -1.8341 -0.7778 -0.6949  0.09
H -2.1720 -0.0431 0.9257  0.08
H 1.4649 -0.7796 1.3576  0.05
H 0.2163 -0.1796 2.3026  0.06
H 1.3419 0.8986 1.5347  0.10
H -0.9143 1.2461 -1.6027  0.08
H 0.4453 2.0735 -0.8565  0.10

The frontier orbital gap comes out at 10.32 eV. The energy above the lowest of the compared OMol25 structures with the same formula, charge and spin is 74.3 kJ/mol. The calculation puts the energy at -3229.4458 Ha. Its HOMO energy is -9.6 eV. Its structure (SMILES) is CC1(C)C[C@@]1(Cl)Br. The value obtained for the LUMO energy is 0.715 eV.

# 4
Molecular formula: C3H11NO3
Method: DFT, ωB97M-V/def2-TZVPD

Last column: Löwdin charge in e.
Cartesian coordinates (Å):
C -0.7925 -0.7088 -1.9015  -0.04
N -0.1332 0.2481 -1.0078  0.02
C 0.5318 -0.3708 -0.0010  -0.18
C 0.7073 0.6113 1.2809  -0.29
O -0.2692 0.4021 2.1047  -0.05
H -1.2425 -0.2117 -2.7554  0.09
H -0.0201 -1.3900 -2.2586  0.11
H -1.5564 -1.2904 -1.3770  0.09
H 0.6008 0.8454 -1.5454  0.07
H 1.5702 -0.6414 -0.2747  0.18
H 0.0308 -1.2918 0.2795  0.11
H 1.6969 0.4844 1.7467  0.13
H 0.7542 1.6210 0.8456  0.12
H 2.1309 2.0960 -1.3673  -0.02
O 2.0542 1.1385 -1.4901  -0.27
H -2.4850 -1.5726 1.8581  0.03
H -1.3105 -0.5925 1.6328  -0.02
O -1.9409 -1.2114 1.1683  -0.08

The frontier orbital gap comes out at 5.37 eV. The energy above the lowest of the compared OMol25 structures with the same formula, charge and spin is 752.9 kJ/mol. The calculation puts the energy at -401.1263 Ha. Its HOMO energy is -9.2 eV. The value obtained for the LUMO energy is -3.859 eV.

# 5
Molecular formula: C6H10N3
Method: DFT, ωB97M-V/def2-TZVPD

Last column: Löwdin charge in e.
Cartesian coordinates (Å):
C -1.7830 0.6816 -0.4050  -0.15
C -1.8414 -0.7017 0.2428  -0.14
N -0.6087 -1.4737 0.0459  0.11
C 0.5265 -0.8596 0.0232  -0.14
N 1.7881 -1.1503 -0.0712  0.13
C 2.6558 0.0533 -0.0551  -0.15
N 1.8111 1.1784 0.0466  0.13
C 0.6041 0.8964 0.1031  -0.12
C -0.6827 1.5781 0.1836  -0.12
H -2.7450 1.1669 -0.2469  0.13
H -1.6425 0.5770 -1.4822  0.13
H -2.0179 -0.5938 1.3180  0.14
H -2.6614 -1.2768 -0.1889  0.13
H -0.6954 -2.4810 -0.0406  0.18
H 2.2128 -2.0585 -0.1802  0.17
H 3.2544 0.1065 -0.9717  0.15
H 3.3470 0.0246 0.7959  0.15
H -0.8960 1.8061 1.2329  0.14
H -0.6255 2.5264 -0.3503  0.14

The frontier orbital gap comes out at 11.35 eV. The energy above the lowest of the compared OMol25 structures with the same formula, charge and spin is 31.0 kJ/mol. The calculation puts the energy at -398.6545 Ha. As for the net charge: +1. Its HOMO energy is -14.6 eV. Its structure (SMILES) is C1C[NH+]=C2NCN=C2C1. The value obtained for the LUMO energy is -3.279 eV.

# 6
Molecular formula: C5H6O
Method: DFT, ωB97M-V/def2-TZVPD

Last column: Löwdin charge in e.
Cartesian coordinates (Å):
C -0.7161 -1.0015 -2.1038  0.13
C -0.4904 -0.7354 -0.9483  -0.07
C 0.0126 -0.0969 0.2618  -0.45
C -0.8414 1.1177 0.7373  0.00
C 1.4942 -0.4494 0.4513  -0.08
O 0.5156 -0.7637 1.4064  -0.03
H -0.9017 -1.2907 -3.1147  0.03
H -1.7627 1.2332 0.1507  0.08
H -0.3374 2.0858 0.7544  0.08
H -1.1624 0.9004 1.7660  0.09
H 2.1895 0.3837 0.4947  0.11
H 2.0000 -1.3834 0.1441  0.13

The frontier orbital gap comes out at 10.56 eV. The energy above the lowest of the compared OMol25 structures with the same formula, charge and spin is 355.6 kJ/mol. The calculation puts the energy at -269.2108 Ha. Its HOMO energy is -9.5 eV. Its structure (SMILES) is C#C[C@]1(C)CO1. The value obtained for the LUMO energy is 1.028 eV.

# 7
Molecular formula: C7H14N2O5
Method: DFT, ωB97M-V/def2-TZVPD

Last column: Löwdin charge in e.
Cartesian coordinates (Å):
C -0.0200 3.6719 0.2241  -0.10
C -0.5145 2.3899 -0.3999  -0.27
C -0.3437 1.2406 0.5814  -0.14
C -0.7986 -0.1105 0.1059  -0.12
N -0.0662 -1.1609 0.2161  0.06
C -0.4109 -2.4815 -0.1952  -0.22
C 0.1654 -3.3871 0.9177  -0.08
C -2.0818 -0.2427 -0.6650  -0.56
O -3.1517 -0.1772 -0.1514  0.16
O -1.8068 -0.3237 -1.9390  0.13
H 0.9426 4.0618 -0.3033  0.11
H 0.2971 3.4503 1.2250  0.06
H -0.7751 4.4782 0.0002  0.09
H -0.0585 2.1774 -1.4565  0.15
H -1.5305 2.4632 -0.6926  0.08
H 0.6924 1.1444 0.7688  0.07
H -0.8971 1.4990 1.4713  0.14
H -1.4073 -2.6567 -0.5519  0.11
H 0.1941 -2.6446 -1.0475  0.12
H -0.1983 -3.2718 1.9515  0.07
H 0.1224 -4.5552 0.8051  0.11
H 1.2480 -3.0520 1.0849  0.07
H -2.6730 -0.0976 -2.4880  0.21
O 4.0851 -0.4303 -0.5830  0.10
N 2.9923 -0.2393 -0.0889  -0.45
O 2.2654 0.7554 -0.0339  0.02
O 2.4489 -1.2944 0.5693  -0.03
H 1.2805 -1.2065 0.6750  0.11

The frontier orbital gap comes out at 10.59 eV. The energy above the lowest of the compared OMol25 structures with the same formula, charge and spin is 606.6 kJ/mol. The calculation puts the energy at -760.6541 Ha. Its HOMO energy is -10.4 eV. Its structure (SMILES) is CCC/C(=N/CC)C(=O)O.O=[N+]([O-])O. The value obtained for the LUMO energy is 0.213 eV.

# 8
Molecular formula: C34H68As2Cl2MoN5O19P2Si
Method: DFT, ωB97M-V/def2-TZVPD

Last column: Löwdin charge in e.
Cartesian coordinates (Å):
Mo -0.2553 0.0012 0.8583  1.66
C 0.9798 1.3022 5.0616  -0.04
C -0.2994 0.4773 4.9140  -0.58
O -0.9163 0.2140 6.1776  -0.05
P 0.1058 -1.1588 4.2535  0.51
O -1.1829 -2.0427 4.4667  -0.07
O 1.1727 -1.8230 5.2140  -0.06
O 0.5655 -1.1167 2.8460  -0.38
P -1.5099 1.3461 3.8156  0.37
O -2.9100 0.5997 4.0717  -0.12
O -1.5642 2.7741 4.1510  -0.25
O -1.1608 0.8922 2.3920  -0.46
H 1.5175 0.9613 5.9479  0.10
H 0.7323 2.3581 5.1719  0.09
H 1.6332 1.1959 4.1969  0.07
H -0.9038 1.0221 6.7052  0.12
H -1.5752 -1.9435 5.3475  0.11
H 2.0927 -1.6471 4.9712  0.11
H -3.4266 1.0847 4.7279  0.09
C -6.1456 -0.0909 0.8668  -0.04
N -4.8527 0.5644 0.7830  -0.14
C -4.8514 2.0038 0.9680  -0.03
C -3.6856 -0.1152 0.6426  -0.40
N -2.5739 0.3428 0.2072  0.07
N -3.7477 -1.4532 1.0256  0.18
C -2.6682 -2.2222 1.3623  -0.44
N -2.9648 -3.4938 1.6877  0.21
N -1.4458 -1.7786 1.4116  -0.04
H -6.8978 0.5759 0.4484  0.10
H -6.4347 -0.3187 1.8982  0.10
H -6.1691 -0.9990 0.2652  0.10
H -5.2530 2.5263 0.0990  0.08
H -3.8412 2.3563 1.1677  0.09
H -5.4696 2.2485 1.8339  0.10
H -2.6325 1.2972 -0.1417  0.04
H -4.6403 -1.8054 1.3240  0.13
H -3.8853 -3.8567 1.5150  0.12
H -2.1984 -4.1594 1.7698  0.08
H -0.8569 -2.5137 1.8043  0.03
C 3.5066 -4.5704 3.3708  -0.05
O 3.7621 -3.2959 2.7832  -0.03
C 2.9812 -2.7499 1.8283  -0.58
O 3.2788 -1.6144 1.4701  -0.02
C 1.7630 -3.3948 1.3805  -0.34
C 1.6230 -4.7364 0.9603  -0.40
As 3.0877 -5.2148 -0.2191  1.35
C 2.2801 -6.4989 -1.4505  -0.28
C 3.0029 -3.5898 -1.3920  -0.26
C 2.4489 -2.3953 -1.1779  -0.25
As 0.9611 -2.1959 0.0895  1.31
C -0.3406 -3.2529 -0.8943  -0.22
C 2.6393 -1.1582 -1.9768  -0.53
O 1.6677 -0.6100 -2.4501  0.06
O 3.8364 -0.5964 -2.0797  -0.01
C 4.9610 -1.0993 -1.3292  0.01
C 3.9012 -3.8145 -2.5699  -0.56
O 4.7848 -4.6329 -2.5775  0.08
O 3.5635 -3.0354 -3.6043  -0.04
C 4.3589 -3.1277 -4.7997  0.00
C 0.4147 -5.4773 1.1299  -0.54
O 0.1294 -6.5773 0.7214  0.10
O -0.4916 -4.8449 2.0472  -0.20
C -0.3416 -5.3453 3.3801  -0.05
H 4.1293 -4.6041 4.2612  0.10
H 3.7970 -5.3722 2.6930  0.07
H 2.4584 -4.6786 3.6433  0.06
H 2.2163 -7.4555 -0.9367  0.03
H 2.9428 -6.5911 -2.3088  0.02
H 1.2816 -6.1991 -1.7570  0.03
H 0.1892 -3.7861 -1.6808  0.04
H -1.0716 -2.5853 -1.3405  -0.04
H -0.8481 -3.9585 -0.2431  0.02
H 5.6806 -0.2859 -1.3328  0.10
H 5.3952 -1.9644 -1.8271  0.09
H 4.6648 -1.3406 -0.3098  0.08
H 4.7671 -2.1373 -4.9916  0.10
H 3.6971 -3.4217 -5.6106  0.10
H 5.1547 -3.8554 -4.6727  0.09
H -1.2391 -5.0808 3.9371  0.09
H 0.5238 -4.8839 3.8601  0.07
H -0.2369 -6.4304 3.3648  0.10
C 1.5874 0.8916 1.4326  -0.21
H 2.0716 1.2954 0.5430  0.03
H 2.2516 0.1824 1.9089  -0.01
H 1.3273 1.7144 2.0997  0.00
Cl -1.9020 -0.5774 -2.7134  0.60
C -1.0417 -0.9537 -4.2182  -0.97
Cl -1.0317 -2.6908 -4.5523  0.54
H -0.0205 -0.6194 -4.0885  -0.01
H -1.5475 -0.4466 -5.0315  0.03
C -3.5489 4.6316 -1.2550  -0.01
C -2.9169 3.5644 -2.1390  -0.59
C -3.9395 2.5299 -2.5819  -0.02
C -2.2641 4.2098 -3.3479  -0.02
O -1.9387 2.8611 -1.3194  -0.12
Si -0.3360 2.6204 -1.4035  0.10
O -0.2201 1.1808 -0.4515  -0.43
O 0.2013 2.3613 -2.8853  -0.08
C 1.4013 2.7799 -3.6097  -0.59
C 1.2069 4.2240 -4.0503  -0.02
C 1.4916 1.8596 -4.8147  -0.02
C 2.6369 2.6599 -2.7339  -0.01
O 0.5722 3.7201 -0.6747  -0.08
C 0.4675 4.6973 0.3880  -0.60
C 1.8382 4.7474 1.0436  -0.01
C -0.5959 4.2745 1.3844  -0.02
C 0.1320 6.0286 -0.2642  -0.01
H -4.4784 4.9874 -1.7007  0.10
H -2.8864 5.4882 -1.1325  0.08
H -3.7675 4.2326 -0.2669  0.06
H -4.6989 2.9970 -3.2092  0.10
H -4.4360 2.0746 -1.7235  0.06
H -3.4540 1.7381 -3.1487  0.06
H -3.0119 4.7857 -3.8945  0.10
H -1.8436 3.4611 -4.0153  0.09
H -1.4711 4.8930 -3.0427  0.08
H 0.3740 4.3180 -4.7469  0.09
H 2.1100 4.5790 -4.5481  0.10
H 1.0234 4.8661 -3.1881  0.07
H 0.5455 1.8611 -5.3581  0.09
H 1.7298 0.8453 -4.5039  0.07
H 2.2727 2.2128 -5.4891  0.10
H 2.6153 3.3799 -1.9185  0.08
H 3.5197 2.8560 -3.3439  0.10
H 2.7220 1.6556 -2.3291  0.07
H 2.1149 3.7637 1.4205  0.07
H 1.8317 5.4508 1.8764  0.10
H 2.5943 5.0668 0.3259  0.09
H -0.3700 3.2912 1.7954  0.05
H -1.5808 4.2381 0.9176  0.08
H -0.6421 4.9737 2.2186  0.10
H 0.8867 6.2884 -1.0066  0.09
H 0.0974 6.8201 0.4848  0.10
H -0.8402 5.9830 -0.7556  0.07

The frontier orbital gap (spin up / spin down) comes out at 5.60 / 6.33 eV. Its spin multiplicity is 3. The calculation puts the energy at -9472.2204 Ha. The expectation value of S² is 2.016. As for the net charge: +1. Its HOMO energy (spin up / spin down) is -9.2 / -9.6 eV. The value obtained for the LUMO energy (spin up / spin down) is -3.571 / -3.315 eV.

Q: Look up the energy of the sixth one.
A: -269.2108 Ha

Q: Which of these has the highest energy?
A: C5H6O

Q: The highest energy belongs to which entry?
A: C5H6O

Q: Number 6 is which compound?
A: C5H6O